P) A 3-piece molecular cluster, C4H8NOS overall. Source: the OMol25 dataset; level of theory: ωB97M-V with the def2-TZVPD basis set.

ORCA input file:
```
! wB97M-V def2-TZVPD RIJCOSX def2/J DEFGRID3
* xyz -1 1
O -0.62 1.05 0.98
C -0.83 1.25 -0.24
N -1.91 0.85 -0.88
C -0.58 -2.00 1.85
C 0.64 -2.49 1.63
S 2.83 0.80 -3.24
C 0.26 1.95 -1.10
H -1.90 1.17 -1.84
H -0.78 -0.93 1.89
H -1.43 -2.64 1.64
H 0.79 -3.47 1.19
H 1.50 -1.87 1.85
H 1.10 2.00 -0.38
H 0.83 1.38 -1.84
H 0.09 2.95 -1.50
*
```

Results
HOMO-LUMO gap in eV: 3.5
E_HOMO in eV: -4.027

Q) An isolated ion of composition C4H8NOS and charge -1. Source: the OMol25 dataset; level of theory: ωB97M-V with the def2-TZVPD basis set.

ORCA input file:
```
! wB97M-V def2-TZVPD RIJCOSX def2/J DEFGRID3
* xyz -1 1
O -0.52 -3.08 0.66
C 0.20 -2.10 0.70
N -0.21 -0.84 0.90
C 0.34 0.32 0.19
C 0.18 0.04 -1.33
S 0.15 1.51 -2.50
C -0.31 1.56 0.55
H 1.34 -1.99 0.71
H -1.25 -0.69 1.01
H 1.45 0.45 0.51
H 0.88 -0.66 -1.69
H -0.91 -0.30 -1.35
H 0.23 2.01 1.38
H -1.46 1.54 0.53
H -0.11 2.24 -0.27
*
```

Results
HOMO-LUMO gap in eV: 6.5
E_HOMO in eV: -2.673
SMILES: C[C@H](C[S-])NC=O

Of them, P) has the lowest stability.

P) A 2-piece molecular cluster, C5H10N2 overall. Source: the OMol25 dataset; level of theory: ωB97M-V with the def2-TZVPD basis set.

ORCA input file:
```
! wB97M-V def2-TZVPD RIJCOSX def2/J DEFGRID3
* xyz 2 1
C 0.23 -0.63 0.15
C 1.75 1.29 1.43
C 0.63 -2.03 0.02
C -1.60 -1.41 -1.48
C -0.27 2.19 0.39
N -0.53 -1.24 -0.62
N 0.70 1.27 0.77
H 2.13 2.23 1.86
H 2.37 0.42 1.64
H 1.45 -2.30 -0.64
H 0.39 -2.74 0.80
H -1.23 -1.59 -2.50
H -2.26 -0.53 -1.49
H -2.17 -2.30 -1.19
H -1.26 1.89 0.74
H -0.29 2.31 -0.70
H -0.04 3.17 0.84
*
```

Results
HOMO-LUMO gap in eV: 9.5
E_HOMO in eV: -20.852

Q) C5H10N2 as an isolated structure. Source: the OMol25 dataset; level of theory: ωB97M-V with the def2-TZVPD basis set.

ORCA input file:
```
! wB97M-V def2-TZVPD RIJCOSX def2/J DEFGRID3
* xyz 2 1
C 0.74 2.48 -0.34
C 0.22 -0.95 -0.56
C -0.84 0.93 0.76
C -1.35 -1.39 0.60
C 1.42 -1.61 -0.88
N -0.27 2.15 0.47
N -0.50 -0.25 0.22
H 0.89 1.66 -1.12
H 1.29 3.44 -0.40
H -1.58 0.96 1.47
H -1.53 -1.74 1.66
H -2.25 -1.29 -0.03
H -0.92 -2.25 0.09
H 1.47 -2.08 -1.83
H 2.08 -0.83 -1.02
H 1.61 -2.33 -0.12
H -0.49 3.09 1.03
*
```

Results
HOMO-LUMO gap (spin up / spin down) in eV: 7.4 / 7.4
E_HOMO (spin up / spin down) in eV: -17.547 / -17.543

Of them, Q) has the lowest stability.

P) One molecule with the formula C3H6NP. Source: the OMol25 dataset; level of theory: ωB97M-V with the def2-TZVPD basis set.

ORCA input file:
```
! wB97M-V def2-TZVPD RIJCOSX def2/J DEFGRID3
* xyz 0 1
C -1.72 0.30 0.11
C 0.81 1.12 -0.40
C -0.13 0.13 0.38
N -2.81 0.19 -0.25
P 0.36 -1.59 -0.35
H 0.70 2.24 -0.28
H 1.78 0.76 -0.09
H 0.87 0.79 -1.43
H 0.03 0.17 1.42
H -0.79 -2.14 -0.06
H 0.90 -1.97 0.94
*
```

Results
HOMO-LUMO gap in eV: 11.1
E_HOMO in eV: -10.468
SMILES: C[C@H](P)C#N

Q) One molecule with the formula C3H6NP. Source: the OMol25 dataset; level of theory: ωB97M-V with the def2-TZVPD basis set.

ORCA input file:
```
! wB97M-V def2-TZVPD RIJCOSX def2/J DEFGRID3
* xyz 0 1
C -0.44 0.06 1.65
C -0.43 0.90 -0.49
C 0.78 -0.15 -0.83
N -0.87 0.89 0.85
P 0.94 -1.41 0.69
H -0.75 0.06 2.72
H -0.13 1.92 -0.72
H -1.34 0.62 -1.07
H 0.43 -0.66 -1.79
H 1.72 0.33 -1.16
H 0.10 -2.54 0.16
*
```

Results
HOMO-LUMO gap in eV: 9.6
E_HOMO in eV: -8.691
SMILES: C1=NCCP1

R) A 2-piece molecular cluster, C3H6NP overall. Source: the OMol25 dataset; level of theory: ωB97M-V with the def2-TZVPD basis set.

ORCA input file:
```
! wB97M-V def2-TZVPD RIJCOSX def2/J DEFGRID3
* xyz 0 1
C 1.31 0.90 0.33
C 2.16 0.19 -0.17
C -0.08 -1.07 -0.43
N -1.16 -0.47 -0.57
P -1.91 0.34 0.74
H 0.72 1.65 0.77
H -1.54 1.63 0.31
H 2.78 -0.47 -0.49
H 0.34 -1.67 -1.19
H 0.53 -1.20 0.55
H -3.14 0.19 0.15
*
```

Results
HOMO-LUMO gap in eV: 9.5
E_HOMO in eV: -8.441
SMILES: C=NP.C#C

Of them, R) has the lowest stability.

P) One molecule with the formula C4H4ClN. Source: the OMol25 dataset; level of theory: ωB97M-V with the def2-TZVPD basis set.

ORCA input file:
```
! wB97M-V def2-TZVPD RIJCOSX def2/J DEFGRID3
* xyz 0 1
C -2.54 -0.83 -0.95
C -0.29 -0.21 0.18
C -1.69 -0.59 -0.07
C 1.57 0.72 0.25
N 0.32 0.71 -0.39
Cl 2.93 0.31 -0.45
H -3.48 -1.01 -1.46
H 0.07 -0.73 1.09
H 1.55 -0.06 1.06
H 1.56 1.70 0.74
*
```

Results
HOMO-LUMO gap in eV: 10.3
E_HOMO in eV: -10.161
SMILES: C#C/C=N/CCl

Q) One molecule with the formula C4H4ClN. Source: the OMol25 dataset; level of theory: ωB97M-V with the def2-TZVPD basis set.

ORCA input file:
```
! wB97M-V def2-TZVPD RIJCOSX def2/J DEFGRID3
* xyz 0 1
C -1.04 0.01 0.26
C -0.22 0.72 -0.70
C 0.36 0.11 0.54
C 1.42 -0.93 0.10
H -1.55 0.49 1.08
H -0.41 1.82 -0.87
H 0.31 0.19 -1.47
H 0.60 0.66 1.36
N 2.39 -1.63 -0.20
Cl -1.85 -1.44 -0.11
*
```

Results
HOMO-LUMO gap in eV: 11.4
E_HOMO in eV: -10.764
SMILES: N#C[C@H]1C[C@H]1Cl

Of them, P) has the lowest stability.